C24H56O22 | ωB97M-V/def2-TZVPD

Computed properties:
**HOMO-LUMO gap**: 10.65 eV
**M**: 696.690 g mol⁻¹
**2S+1**: 1
**E_LUMO**: 0.305 eV
**Largest force on an atom**: 2.6 eV Å⁻¹
**Total charge**: 0
**E_tot**: -70840.825 eV
**HOMO level**: -10.35 eV

Each line ends with the Mulliken charge.
CARTESIAN COORDINATES (ANGSTROEM)
1 O 13.010 11.718 17.319  -0.582
2 H 13.862 11.857 16.868  0.390
3 H 13.207 11.965 18.230  0.289
4 O 16.227 9.189 15.643  -0.537
5 H 17.103 8.800 15.539  0.267
6 H 15.642 8.522 16.018  0.235
7 O 15.486 12.145 16.144  -0.670
8 H 15.906 11.334 15.839  0.298
9 H 16.065 12.864 15.969  0.138
10 O 18.967 9.635 14.355  -0.711
11 H 18.659 10.545 14.395  0.612
12 H 19.745 9.731 13.816  0.263
13 C 21.345 13.927 12.263  -0.882
14 C 20.286 12.819 12.587  -0.378
15 O 19.052 13.535 12.761  -0.303
16 C 18.189 13.190 13.662  0.429
17 O 18.084 12.110 14.223  -0.560
18 O 17.280 14.118 13.934  0.338
19 C 17.484 15.546 13.484  -0.755
20 H 21.044 14.581 11.413  0.303
21 H 22.272 13.378 12.066  0.418
22 H 21.516 14.549 13.095  -0.043
23 H 20.535 12.414 13.606  0.282
24 H 20.205 12.062 11.818  0.311
25 H 17.734 16.012 14.430  0.168
26 H 16.573 15.957 12.976  0.260
27 H 18.309 15.618 12.795  0.331
28 C 14.337 15.447 16.490  -1.172
29 C 13.999 14.870 15.130  0.308
30 O 14.103 15.806 14.001  -0.416
31 C 14.000 15.374 12.731  0.711
32 O 14.220 16.083 11.792  -0.594
33 O 13.589 14.140 12.665  -0.232
34 C 13.368 13.699 11.284  -0.970
35 H 14.051 14.702 17.209  0.314
36 H 13.748 16.273 16.796  0.426
37 H 15.438 15.606 16.492  0.169
38 H 12.942 14.592 15.128  0.438
39 H 14.518 13.943 14.917  0.043
40 H 13.278 12.600 11.330  0.162
41 H 14.196 13.939 10.684  0.465
42 H 12.452 14.032 10.848  0.442
43 C 20.641 18.045 15.398  -0.979
44 C 21.718 17.039 15.777  0.015
45 O 21.311 16.076 16.809  -0.378
46 C 20.479 15.086 16.375  0.651
47 O 19.843 15.043 15.320  -0.485
48 O 20.365 14.245 17.411  -0.404
49 C 19.249 13.383 17.398  -0.463
50 H 19.688 17.640 15.080  0.113
51 H 20.892 18.712 14.547  0.369
52 H 20.339 18.714 16.185  0.359
53 H 22.558 17.617 16.184  0.314
54 H 22.007 16.559 14.829  0.117
55 H 19.398 12.693 18.195  0.340
56 H 19.166 12.855 16.444  0.076
57 H 18.459 13.997 17.687  0.356
58 C 16.282 11.648 11.174  0.643
59 C 16.675 11.123 9.774  -0.753
60 O 15.768 10.220 9.118  -0.367
61 C 14.807 10.811 8.392  0.780
62 O 14.528 11.987 8.440  -0.588
63 O 14.144 9.836 7.714  -0.331
64 C 13.032 10.365 6.939  -0.735
65 H 15.432 12.340 11.156  -0.422
66 H 17.218 12.173 11.443  -0.315
67 H 16.075 10.857 11.909  0.321
68 H 17.630 10.596 9.762  0.367
69 H 16.742 12.032 9.196  0.397
70 H 12.475 10.997 7.592  0.300
71 H 12.525 9.511 6.476  0.235
72 H 13.425 10.852 6.066  0.349
73 C 13.242 6.783 9.382  -1.109
74 C 13.957 7.746 10.249  0.561
75 O 12.971 8.094 11.285  -0.419
76 C 12.327 9.262 11.134  0.752
77 O 12.610 10.064 10.291  -0.417
78 O 11.501 9.507 12.146  -0.352
79 C 11.538 8.658 13.311  -0.658
80 H 12.347 7.369 9.076  0.243
81 H 12.859 5.908 9.862  0.371
82 H 13.790 6.565 8.425  0.310
83 H 14.216 8.649 9.705  -0.363
84 H 14.780 7.399 10.825  0.347
85 H 12.537 8.284 13.519  0.279
86 H 10.845 7.848 13.163  0.287
87 H 11.145 9.243 14.178  0.274
88 C 14.829 7.475 19.520  -1.224
89 C 13.463 8.035 19.333  -0.172
90 O 12.554 6.859 19.330  -0.289
91 C 11.335 7.151 19.649  0.819
92 O 10.887 8.200 20.017  -0.586
93 O 10.570 6.047 19.631  -0.349
94 C 9.379 6.087 20.358  -0.662
95 H 14.891 6.767 20.350  0.324
96 H 15.454 8.303 19.841  0.376
97 H 15.226 7.070 18.648  0.334
98 H 13.358 8.691 18.482  0.326
99 H 13.091 8.631 20.165  0.288
100 H 9.203 6.929 21.030  0.338
101 H 9.428 5.164 20.897  0.252
102 H 8.534 6.024 19.632  0.232